{
  "formula": "C6H2F18Li2N3O13S6",
  "method": "the ωB97M-V functional and the def2-TZVPD basis",
  "energy_ev": -151678.2867,
  "charge": -1,
  "spin_multiplicity": 1,
  "homo_energy_ev": -6.8,
  "relative_energy_ev": 2.7556,
  "symbols": ["Li", "Li", "C", "F", "F", "F", "S", "O", "O", "N", "S", "O", "O", "C", "F", "F", "F", "C", "F", "F", "F", "S", "O", "O", "N", "S", "O", "O", "C", "F", "F", "F", "C", "F", "F", "F", "S", "O", "O", "N", "S", "O", "O", "C", "F", "F", "F", "O", "H", "H"],
  "xyz": [[-12.78193, -16.23405, 5.98265], [-12.92346, -16.87545, 8.41998], [-15.87264, -16.40395, 4.95888], [-16.08844, -15.11279, 4.70115], [-16.77244, -17.18216, 4.35829], [-14.69640, -16.60874, 4.42544], [-15.75768, -16.66026, 6.84448], [-17.02667, -16.11131, 7.35892], [-15.58357, -18.12392, 7.07297], [-14.21986, -15.90054, 7.32953], [-14.73428, -14.49870, 7.84372], [-15.58771, -13.76851, 6.92980], [-15.17504, -14.60808, 9.21696], [-13.09330, -13.37968, 7.80437], [-12.26694, -13.65477, 6.77404], [-13.27989, -12.03782, 7.83907], [-12.48180, -13.76356, 8.91001], [-12.19943, -14.46075, 12.51499], [-12.30690, -13.49939, 11.60252], [-11.56937, -13.89339, 13.51034], [-13.40379, -14.98126, 12.81420], [-11.20798, -15.97817, 11.88628], [-11.49940, -17.09421, 12.71590], [-11.73269, -16.11441, 10.53075], [-9.58676, -15.36361, 11.79683], [-8.92753, -16.00871, 13.04678], [-9.46214, -15.46150, 14.27725], [-8.75932, -17.44993, 13.02234], [-7.03479, -15.43632, 12.94530], [-6.52644, -14.91496, 14.10875], [-6.24798, -16.45520, 12.60676], [-6.87852, -14.43715, 11.98945], [-8.99627, -17.76378, 8.51429], [-8.18695, -18.38646, 7.69324], [-9.73752, -18.57354, 9.29473], [-8.09302, -17.13495, 9.27252], [-10.11945, -16.57266, 7.52627], [-10.56086, -15.42335, 8.33340], [-9.29903, -16.13617, 6.42910], [-11.59393, -17.46016, 7.00133], [-11.11190, -18.53714, 5.90781], [-11.99010, -18.46384, 4.76617], [-9.70169, -18.70577, 5.56610], [-11.54634, -20.12198, 6.76595], [-11.69129, -19.85320, 8.09661], [-12.78011, -20.55747, 6.44023], [-10.64573, -21.11971, 6.60762], [-14.21679, -18.15607, 9.53619], [-14.55904, -18.91707, 9.06716], [-14.36391, -18.35760, 10.46029]],
  "forces_ev_per_a": [[0.01, 0.04, -0.58], [0.06, -0.55, 1.67], [-0.31, 1.42, 0.06], [-1.09, -0.40, 0.23], [0.39, 0.47, 0.88], [1.85, -1.30, -0.41], [-2.13, -3.49, 1.79], [3.07, -0.59, -1.04], [0.41, 3.20, -1.12], [-2.47, -1.53, -2.23], [-0.78, 5.06, 1.63], [0.67, -0.71, 0.14], [0.92, 0.14, -1.06], [-0.07, -0.51, 1.08], [-0.67, -0.09, -0.30], [-0.39, -1.63, -0.23], [0.14, 0.48, 0.15], [1.06, -1.02, -0.85], [-0.53, -0.47, -0.47], [-0.48, -0.16, 1.25], [0.39, 0.90, 0.28], [0.47, 1.81, -2.89], [0.14, -0.05, 0.97], [0.29, 0.21, 0.62], [-3.22, -1.15, -0.82], [2.11, -1.29, 2.89], [0.73, -0.02, -0.21], [0.19, 0.82, -0.31], [-0.05, 1.63, -0.55], [-0.99, -0.68, -1.04], [-0.42, 0.28, 0.02], [-0.19, -1.24, 1.07], [1.17, -0.10, 1.51], [-0.88, -1.35, -1.07], [0.61, 0.57, -1.01], [-1.48, 1.15, 0.55], [-0.33, 3.70, 0.44], [-0.03, -3.13, -1.03], [-0.40, -1.14, -0.04], [3.54, 1.34, 0.44], [1.46, -1.98, -2.39], [-0.65, 0.55, 0.51], [-2.03, 0.64, 1.31], [-1.13, -1.08, 1.91], [0.86, -0.36, -0.63], [0.79, 0.02, -0.83], [-0.96, 1.29, -0.06], [0.33, 0.20, -0.24], [-0.20, -0.12, -0.38], [0.25, 0.24, 0.38]]
}

=====

{
  "formula": "C4H8O2S",
  "method": "the ωB97M-V functional and the def2-TZVPD basis",
  "energy_ev": -19204.8811,
  "spin_multiplicity": 1,
  "homo_energy_ev": -9.0,
  "relative_energy_ev": 3.5171,
  "symbols": ["C", "C", "C", "C", "O", "O", "S", "H", "H", "H", "H", "H", "H", "H", "H"],
  "xyz": [[0.01016, -1.35111, -0.04242], [1.31033, 0.04443, 1.35370], [-0.29294, 0.25357, -0.84619], [-1.70442, 0.62688, -0.48755], [2.07438, 1.46466, -0.75708], [0.30329, -0.97946, 1.22204], [0.83140, 1.32095, 0.04094], [-0.75687, -2.08898, -0.02580], [0.79893, -1.90960, -0.59893], [1.16955, 0.50433, 2.24800], [2.44166, -0.17139, 1.14296], [0.08359, 0.29270, -1.80496], [-1.83651, 1.72551, -0.80759], [-1.97084, 0.15297, 0.51582], [-2.46172, 0.11454, -1.15291]],
  "forces_ev_per_a": [[1.22, 2.09, -3.27], [-0.08, -1.50, -3.82], [-0.14, -3.77, 4.05], [-1.61, -0.19, -1.64], [0.25, 0.19, -0.42], [1.78, 0.53, 2.26], [0.94, 0.07, 0.65], [-1.45, 0.16, 0.05], [0.22, 0.86, 0.38], [-0.28, 0.97, 2.82], [-2.19, -0.11, 0.11], [0.26, -0.01, -2.34], [-0.25, -1.36, 1.66], [0.36, 1.82, -0.85], [0.97, 0.26, 0.34]]
}

=====

{
  "formula": "C5H8O3",
  "method": "the ωB97M-V functional and the def2-TZVPD basis",
  "energy_ev": -11454.2196,
  "spin_multiplicity": 1,
  "homo_energy_ev": -8.3,
  "relative_energy_ev": 3.2995,
  "symbols": ["C", "C", "C", "C", "C", "O", "O", "O", "H", "H", "H", "H", "H", "H", "H", "H"],
  "xyz": [[1.06832, 0.11834, 0.16601], [1.13994, -1.13601, -0.65721], [-1.82072, 0.15806, -0.48796], [-0.34254, 0.91612, 1.37725], [-1.00673, -0.19728, 0.73216], [1.30246, 1.23301, -0.63300], [0.05785, 1.73224, 2.10275], [-1.13204, -1.24199, 1.39410], [1.54716, 1.98853, -0.08472], [1.73343, 0.06110, 1.03395], [2.17832, -1.31898, -0.94387], [0.80659, -1.99321, -0.07455], [0.55490, -1.03308, -1.57023], [-2.78336, 0.55631, -0.16511], [-1.33167, 0.90457, -1.11613], [-1.97191, -0.74770, -1.07343]],
  "forces_ev_per_a": [[0.08, 0.46, 0.49], [-0.08, 0.01, 0.10], [0.57, -0.14, -0.36], [0.59, -1.45, -0.78], [-1.36, 0.64, 1.51], [0.09, 0.19, -0.14], [-0.08, 0.01, -0.32], [0.46, 0.39, -0.64], [-0.02, -0.08, -0.01], [0.00, 0.02, 0.02], [0.00, 0.11, 0.00], [-0.16, 0.02, -0.05], [-0.08, -0.07, 0.01], [0.04, -0.12, 0.08], [0.05, 0.02, 0.07], [-0.10, -0.01, 0.03]]
}

=====

{
  "formula": "C4H32BO24",
  "method": "the ωB97M-V functional and the def2-TZVPD basis",
  "energy_ev": -54491.4392,
  "charge": -1,
  "spin_multiplicity": 1,
  "homo_energy_ev": -7.3,
  "relative_energy_ev": 3.3613,
  "symbols": ["O", "C", "O", "B", "O", "C", "O", "O", "C", "O", "C", "O", "O", "O", "H", "H", "O", "H", "H", "O", "H", "H", "O", "H", "H", "O", "H", "H", "O", "H", "H", "O", "H", "H", "O", "H", "H", "O", "H", "H", "O", "H", "H", "O", "H", "H", "O", "H", "H", "O", "H", "H", "O", "H", "H", "O", "H", "H", "O", "H", "H"],
  "xyz": [[3.14926, 0.78253, 2.76577], [2.38381, 0.35732, 1.97284], [1.15858, 0.58508, 2.02559], [0.50182, -0.38882, 1.15029], [1.55666, -1.22934, 0.66917], [2.64008, -0.74976, 1.15532], [3.73164, -1.13221, 0.76974], [-0.26068, 0.24148, 0.04109], [-1.39141, -0.17207, 0.12176], [-2.28073, 0.23362, -0.62887], [-1.58720, -1.03182, 1.25994], [-0.53275, -1.14015, 1.87918], [-2.60035, -1.63228, 1.59680], [-4.77778, 0.14266, 1.81518], [-4.52241, 1.01052, 2.15052], [-3.98307, -0.39638, 1.93080], [-1.77756, 2.58011, 2.02917], [-2.75874, 2.65163, 2.02842], [-1.64668, 2.58575, 1.12716], [1.37962, 3.16759, 3.06484], [0.72538, 2.54868, 3.41901], [2.14861, 2.56935, 2.99532], [2.42354, -0.97932, -2.32120], [1.46814, -1.16703, -2.49015], [2.50676, -0.28806, -1.63499], [2.24148, 1.26183, -0.96286], [1.30300, 1.27819, -1.18175], [2.25333, 2.07353, -0.50108], [-1.39756, -2.95418, -1.18277], [-2.32289, -2.86247, -1.05995], [-1.29304, -3.87027, -1.43438], [-5.07147, -0.49911, -0.85232], [-4.91131, -0.14503, 0.01512], [-6.02680, -0.73443, -0.74588], [5.37004, -3.16308, -0.19594], [4.97227, -4.01202, -0.35923], [4.78345, -2.61082, 0.31436], [1.58566, -3.73344, -0.70695], [0.69923, -3.73803, -0.32493], [1.91278, -2.86796, -0.56188], [5.03851, 0.29841, -1.18622], [4.71862, -0.07032, -0.40450], [4.33588, 0.81223, -1.56894], [-0.43261, 1.87597, -2.47568], [0.07320, 2.68831, -2.53333], [-0.99904, 1.88772, -1.72344], [-3.99561, -2.76032, -0.66910], [-4.38488, -1.90316, -0.77162], [-4.16691, -2.79455, 0.26775], [5.67923, 0.90345, 1.50794], [6.29066, 1.52427, 1.91372], [4.86441, 0.89287, 2.02836], [-2.59320, -0.20582, -3.36505], [-3.02803, -1.01326, -3.55858], [-2.49943, -0.30991, -2.40708], [0.75918, 3.51723, 0.23800], [0.72804, 3.23796, 1.11097], [-0.04007, 3.25943, -0.21748], [-4.29492, 2.08692, -1.97419], [-3.54060, 2.37118, -1.50730], [-4.26514, 1.12959, -1.85652]],
  "forces_ev_per_a": [[2.48, 2.02, 1.46], [1.20, 0.33, 2.87], [-4.67, 0.90, -0.72], [-0.14, 0.05, 0.25], [-2.05, -0.70, -0.12], [4.64, -3.10, -4.65], [-0.98, 0.29, 1.57], [6.54, 1.52, 0.50], [-7.16, 1.20, -3.44], [-0.03, -0.47, 0.86], [-5.15, -3.15, 0.77], [4.77, 0.04, 2.20], [-0.16, 1.01, -0.41], [-0.09, 0.49, 0.18], [-0.22, -0.14, -0.07], [0.26, -0.47, -0.08], [-1.95, -0.10, 2.70], [0.90, 0.02, 0.52], [1.00, -0.02, -3.21], [0.18, -0.53, 0.03], [-0.14, 0.31, -0.08], [-0.07, 0.44, 0.10], [-0.90, -0.48, -0.14], [1.15, 0.46, 0.43], [-0.28, -0.67, -0.74], [-0.46, -0.55, -0.13], [-0.38, -0.55, -0.69], [0.68, 1.83, 1.08], [2.18, 0.04, -0.14], [-2.12, 0.28, 0.45], [0.25, -0.23, -0.21], [-2.28, -0.26, -0.74], [0.67, 0.79, 1.24], [0.98, 0.29, -0.60], [1.22, -0.13, -0.23], [-0.54, -0.15, 0.07], [-0.54, 0.06, 0.02], [-0.64, -1.83, -0.11], [0.17, 0.21, -0.08], [0.53, 1.41, -0.01], [1.50, 0.93, -2.39], [-0.63, -0.81, 1.95], [-0.41, 0.12, -0.13], [0.99, -0.29, -0.96], [-0.10, 0.26, 0.10], [-0.83, 0.02, 0.77], [0.12, -1.75, 0.19], [-0.38, 1.62, -1.23], [0.51, -0.82, 0.86], [0.25, 0.04, 0.03], [-0.21, -0.01, 0.08], [0.29, 0.04, 0.20], [0.33, 0.62, 0.56], [-0.68, -1.25, -0.78], [0.33, 0.46, -0.03], [0.53, 1.01, -3.15], [-0.18, -0.79, 3.20], [-0.17, -0.09, 0.07], [-1.38, -0.26, -0.53], [1.41, 0.59, 0.68], [-0.16, -0.11, -0.21]]
}

=====

{
  "formula": "C4H10NS",
  "method": "the ωB97M-V functional and the def2-TZVPD basis",
  "energy_ev": -16626.3780,
  "charge": 1,
  "spin_multiplicity": 1,
  "homo_energy_ev": -13.6,
  "relative_energy_ev": 2.5881,
  "symbols": ["C", "C", "C", "C", "N", "S", "H", "H", "H", "H", "H", "H", "H", "H", "H", "H"],
  "xyz": [[2.33517, 1.06628, -0.11315], [1.73095, 0.66908, 1.09507], [-0.60029, 0.30055, -0.60172], [-2.11213, -1.56087, -0.18617], [-1.60215, -0.22094, 0.03258], [1.42029, -0.42315, -0.26338], [1.92859, 1.90518, -0.64564], [3.37887, 1.00663, -0.47994], [2.19408, 0.07204, 1.86343], [0.82510, 1.10824, 1.48318], [-0.47367, 0.10091, -1.59729], [-0.30062, 1.37044, -0.39071], [-1.17962, -2.01372, -0.66452], [-2.66442, -1.98940, 0.59719], [-2.85520, -1.52037, -1.04068], [-2.02497, 0.12912, 0.91173]],
  "forces_ev_per_a": [[1.98, 1.92, -2.66], [-0.51, -1.31, 3.01], [1.28, 3.20, 0.84], [1.30, 0.48, -5.08], [-2.40, -0.22, 3.31], [-0.89, -2.00, -0.60], [-0.61, 0.41, -0.03], [-0.43, -0.41, 1.15], [0.79, 0.47, 0.19], [0.00, 0.58, -0.16], [-0.26, -0.78, -2.45], [-0.80, -1.24, 0.00], [-1.63, -0.93, 1.20], [0.24, -0.66, 1.43], [0.69, -0.05, 0.76], [1.24, 0.55, -0.92]]
}

=====

Copy entry 5 word for word.
{
  "formula": "C4H10NS",
  "method": "the ωB97M-V functional and the def2-TZVPD basis",
  "energy_ev": -16626.3780,
  "charge": 1,
  "spin_multiplicity": 1,
  "homo_energy_ev": -13.6,
  "relative_energy_ev": 2.5881,
  "symbols": ["C", "C", "C", "C", "N", "S", "H", "H", "H", "H", "H", "H", "H", "H", "H", "H"],
  "xyz": [[2.33517, 1.06628, -0.11315], [1.73095, 0.66908, 1.09507], [-0.60029, 0.30055, -0.60172], [-2.11213, -1.56087, -0.18617], [-1.60215, -0.22094, 0.03258], [1.42029, -0.42315, -0.26338], [1.92859, 1.90518, -0.64564], [3.37887, 1.00663, -0.47994], [2.19408, 0.07204, 1.86343], [0.82510, 1.10824, 1.48318], [-0.47367, 0.10091, -1.59729], [-0.30062, 1.37044, -0.39071], [-1.17962, -2.01372, -0.66452], [-2.66442, -1.98940, 0.59719], [-2.85520, -1.52037, -1.04068], [-2.02497, 0.12912, 0.91173]],
  "forces_ev_per_a": [[1.98, 1.92, -2.66], [-0.51, -1.31, 3.01], [1.28, 3.20, 0.84], [1.30, 0.48, -5.08], [-2.40, -0.22, 3.31], [-0.89, -2.00, -0.60], [-0.61, 0.41, -0.03], [-0.43, -0.41, 1.15], [0.79, 0.47, 0.19], [0.00, 0.58, -0.16], [-0.26, -0.78, -2.45], [-0.80, -1.24, 0.00], [-1.63, -0.93, 1.20], [0.24, -0.66, 1.43], [0.69, -0.05, 0.76], [1.24, 0.55, -0.92]]
}